108
Properties=species:S:1:pos:R:3:forces:R:3 method="wB97M-V/def2-TZVPD" s_squared=0.764 homo_lumo_gap_ev="6.14 / 3.31" de_lowest_kcal_mol=25.45 e_homo_ev="-16.55 / -16.53" total_charge=+3 spin_multiplicity=2
Pb -1.637 -1.357 -1.518 -1.100 0.408 0.123
C 6.169 3.008 -2.223 -0.036 -0.020 -0.029
C 5.252 2.725 -1.021 0.298 -0.011 0.035
C 6.002 1.841 -0.016 -0.113 0.003 -0.052
C 4.887 4.070 -0.340 -0.122 -0.044 -0.060
C 3.938 2.132 -1.439 -0.247 0.001 0.217
C 3.231 1.296 -0.608 0.105 -0.247 0.248
C 1.902 0.967 -0.897 0.290 -0.001 0.007
N 1.147 0.242 -0.132 -0.267 -0.655 -0.072
C 0.951 -0.005 1.114 -0.302 0.385 -0.131
C 1.066 0.944 2.151 0.105 0.211 0.269
C 1.075 0.527 3.454 0.280 0.463 -0.525
C 0.855 -0.882 3.761 -0.050 -0.428 -0.204
C 0.628 -1.845 2.846 0.157 -0.299 0.291
C 0.428 -1.396 1.455 0.202 0.156 0.306
O -0.186 -2.021 0.610 -0.174 -0.003 -0.267
C 0.562 -3.326 3.180 -0.287 -0.265 -0.144
C 1.569 -4.081 2.292 -0.021 0.172 0.083
C 0.908 -3.587 4.646 -0.008 0.108 -0.094
C -0.857 -3.875 2.918 0.171 0.044 0.102
C 1.383 1.460 4.593 -0.430 0.079 0.199
C 0.054 1.559 5.388 0.146 0.061 0.011
C 2.481 0.882 5.502 0.035 -0.101 -0.136
C 1.790 2.858 4.132 -0.002 -0.095 -0.044
C 1.288 1.339 -2.250 0.042 0.211 -0.064
O 0.212 0.864 -2.542 0.091 -0.097 0.037
C 2.098 2.242 -3.113 -0.115 0.222 -0.278
C 3.333 2.572 -2.690 -0.270 0.064 -0.138
C 1.549 2.694 -4.457 -0.026 0.145 -0.249
C 1.461 1.450 -5.366 -0.057 0.100 0.108
C 0.162 3.347 -4.327 0.054 -0.195 0.207
C 2.465 3.733 -5.116 0.064 -0.260 0.065
H 7.153 3.295 -1.857 0.005 -0.030 0.032
H 5.818 3.837 -2.836 -0.031 -0.033 -0.029
H 6.291 2.122 -2.849 0.045 0.019 -0.034
H 6.973 2.285 0.191 0.005 0.011 0.001
H 6.170 0.842 -0.422 0.025 -0.026 0.049
H 5.479 1.764 0.938 0.002 -0.041 0.002
H 5.807 4.565 -0.032 0.033 -0.005 -0.037
H 4.272 3.905 0.546 -0.006 0.015 0.005
H 4.354 4.731 -1.025 0.008 0.045 0.024
H 3.664 0.902 0.301 -0.005 0.135 0.046
H 1.258 1.970 1.869 0.159 -0.015 0.080
H 0.913 -1.167 4.801 0.022 -0.013 -0.004
H 2.590 -3.762 2.508 0.024 -0.011 -0.034
H 1.366 -3.933 1.231 0.028 -0.053 -0.024
H 1.502 -5.147 2.503 0.007 -0.018 -0.014
H 1.893 -3.196 4.906 0.010 0.003 0.032
H 0.929 -4.662 4.817 -0.022 -0.008 0.015
H 0.160 -3.159 5.315 0.030 -0.015 0.064
H -1.126 -3.824 1.866 -0.033 -0.018 -0.029
H -1.597 -3.331 3.509 -0.029 -0.024 -0.001
H -0.875 -4.921 3.224 -0.078 -0.003 0.002
H -0.257 0.597 5.794 -0.015 -0.007 0.017
H -0.746 1.956 4.761 -0.021 0.021 0.034
H 0.210 2.242 6.223 -0.048 -0.014 0.027
H 2.171 -0.024 6.020 0.014 -0.009 0.005
H 2.732 1.618 6.265 -0.027 0.024 0.003
H 3.387 0.667 4.933 0.036 0.004 0.035
H 1.002 3.340 3.551 0.016 0.029 -0.015
H 2.711 2.833 3.546 -0.002 0.022 -0.029
H 1.976 3.482 5.004 -0.014 -0.001 0.015
H 3.931 3.213 -3.317 0.000 -0.016 0.037
H 0.745 0.728 -4.978 0.040 -0.004 -0.050
H 2.433 0.965 -5.463 0.022 0.022 -0.043
H 1.130 1.760 -6.357 0.019 -0.026 -0.024
H -0.551 2.668 -3.874 -0.204 -0.080 0.089
H -0.214 3.595 -5.318 0.062 0.080 -0.009
H 0.209 4.260 -3.731 0.005 0.037 -0.047
H 3.422 3.296 -5.407 0.038 0.073 -0.015
H 2.640 4.587 -4.461 0.007 0.041 -0.027
H 1.985 4.102 -6.020 0.015 -0.016 -0.027
Cl -1.469 -3.207 -3.804 0.197 -0.355 0.281
C -1.917 -2.253 -5.244 -0.203 0.271 -0.420
Cl -1.713 -0.538 -4.938 0.077 0.108 0.122
H -2.954 -2.462 -5.484 -0.014 0.007 0.165
H -1.243 -2.547 -6.043 0.049 -0.093 0.091
C -4.768 1.010 -0.164 0.019 0.033 0.153
S -3.148 1.433 0.473 -0.520 0.571 -0.815
C -2.893 2.928 -0.498 0.078 -0.108 0.207
O -2.120 0.436 -0.082 0.510 -0.695 0.078
H -5.478 1.683 0.318 0.040 0.025 0.067
H -5.009 -0.020 0.090 0.062 0.019 0.079
H -4.794 1.143 -1.245 0.091 0.007 0.053
H -3.684 3.636 -0.255 -0.031 -0.029 0.050
H -2.932 2.660 -1.553 -0.031 -0.054 -0.002
H -1.927 3.354 -0.237 0.007 -0.034 0.040
C -5.892 -5.161 2.017 -0.173 0.057 -0.050
C -4.938 -4.355 1.204 0.215 0.030 -0.097
C -4.502 -4.776 -0.052 -0.095 0.129 0.268
C -3.601 -4.007 -0.763 0.252 -0.279 -0.408
N -3.143 -2.852 -0.282 0.254 0.122 0.032
C -3.545 -2.419 0.917 0.048 0.276 0.226
C -4.439 -3.135 1.677 -0.031 -0.099 -0.126
H -5.929 -6.198 1.693 0.015 -0.003 -0.007
H -6.892 -4.735 1.894 -0.019 -0.052 0.035
H -5.649 -5.120 3.077 0.019 0.004 0.001
H -4.864 -5.700 -0.480 0.073 -0.011 -0.064
H -3.256 -4.330 -1.737 0.016 0.052 0.081
H -3.141 -1.478 1.268 0.036 -0.036 0.020
H -4.752 -2.750 2.638 0.045 0.041 0.011
F -3.666 -0.729 -2.401 0.334 -0.145 0.054
Sb -5.542 -1.414 -3.085 1.174 0.136 0.282
F -5.753 -1.639 -1.205 -0.274 -0.046 -0.409
F -7.195 -2.027 -3.615 0.039 0.007 0.092
F -5.918 0.420 -2.915 -0.184 -0.343 -0.078
F -4.792 -1.147 -4.788 -0.256 -0.036 0.231
F -4.614 -3.080 -3.056 -0.375 0.313 -0.182

=====

107
Properties=species:S:1:pos:R:3:forces:R:3 method="wB97M-V/def2-TZVPD" s_squared=6.050 homo_lumo_gap_ev="7.93 / 5.42" e_homo_ev="-10.50 / -10.75" total_charge=+1 spin_multiplicity=5
Ru -0.294 1.001 0.132 -0.775 -0.085 0.790
C -1.061 0.741 5.063 0.050 0.199 -0.174
C -1.190 0.465 3.570 0.090 -0.025 -0.333
C -0.987 -1.017 3.295 -0.072 0.106 -0.200
P -0.054 1.409 2.441 0.356 0.024 1.031
C -0.086 3.159 3.074 0.006 -0.178 -0.371
C -1.502 3.726 3.130 -0.001 -0.168 0.021
C 0.794 4.022 2.177 0.063 -0.129 0.079
C 1.636 0.783 2.680 -0.131 0.003 -0.537
C 2.334 0.755 3.881 0.122 -0.108 -0.070
C 3.617 0.224 3.965 -0.080 -0.007 -0.089
C 4.379 0.203 5.252 0.051 0.067 -0.004
C 4.199 -0.283 2.800 -0.148 0.079 0.075
C 3.547 -0.231 1.593 -0.200 0.007 -0.171
C 2.252 0.316 1.490 0.665 -0.256 1.408
N 1.626 0.394 0.281 -1.654 0.574 -0.781
C 2.433 0.487 -0.865 1.232 -0.022 -1.242
C 3.318 1.578 -1.028 -0.390 -0.262 0.153
C 3.401 2.655 0.005 -0.032 0.002 -0.060
C 4.086 1.670 -2.174 -0.020 -0.196 -0.135
C 4.037 0.705 -3.173 -0.128 -0.093 0.211
C 4.911 0.802 -4.380 -0.015 0.027 -0.060
C 3.163 -0.360 -3.007 0.231 0.276 -0.013
C 2.371 -0.488 -1.879 -0.121 0.090 0.524
C 1.513 -1.700 -1.708 -0.114 0.187 0.055
H -1.885 0.244 5.571 -0.047 -0.037 0.093
H -1.107 1.798 5.307 -0.012 0.108 0.095
H -0.134 0.324 5.452 0.084 -0.001 0.061
H -2.190 0.760 3.225 0.107 0.010 -0.020
H -0.029 -1.351 3.693 0.062 -0.041 -0.029
H -1.014 -1.201 2.222 0.009 -0.146 0.119
H -1.776 -1.596 3.769 -0.032 -0.075 0.036
H 0.346 3.115 4.083 -0.046 -0.079 -0.135
H -1.902 3.819 2.123 -0.066 0.000 0.002
H -1.472 4.714 3.581 0.024 0.111 0.081
H -2.178 3.107 3.717 -0.070 0.006 0.002
H 0.460 3.936 1.138 0.083 0.124 0.026
H 1.836 3.720 2.253 0.079 0.016 -0.101
H 0.727 5.068 2.469 -0.039 0.082 0.026
H 1.892 1.170 4.775 -0.122 0.017 0.089
H 3.728 0.388 6.101 0.007 -0.004 0.081
H 5.153 0.972 5.237 0.029 0.004 0.078
H 4.876 -0.758 5.387 0.000 -0.003 0.066
H 5.189 -0.713 2.850 0.103 -0.063 -0.006
H 4.012 -0.620 0.698 0.090 -0.024 -0.040
H 2.403 2.876 0.377 0.061 0.113 0.104
H 3.825 3.558 -0.425 0.016 0.088 0.016
H 4.025 2.344 0.842 -0.001 0.073 0.142
H 4.754 2.513 -2.286 0.071 0.100 0.003
H 5.820 1.352 -4.152 0.093 0.047 -0.066
H 4.392 1.320 -5.185 -0.005 0.074 -0.127
H 5.179 -0.187 -4.739 0.065 -0.068 -0.083
H 3.114 -1.126 -3.768 -0.025 -0.126 -0.081
H 1.396 -2.222 -2.654 -0.040 -0.037 -0.055
H 0.539 -1.398 -1.325 0.000 -0.287 -0.030
H 1.964 -2.388 -0.992 -0.030 -0.078 0.080
C -0.135 -3.523 1.288 0.227 0.178 0.133
N -1.570 -3.452 1.119 -0.250 0.744 -0.599
C -2.240 -4.722 1.302 -0.053 -0.117 0.032
P -2.252 -2.322 0.082 -1.013 -1.025 0.163
O -1.299 -1.213 -0.190 0.864 0.776 -0.077
N -3.656 -1.829 0.805 0.659 -0.401 -0.404
C -4.184 -2.227 2.086 0.027 -0.116 0.159
C -4.486 -0.919 0.044 -0.103 0.196 -0.222
N -2.715 -3.059 -1.357 0.247 0.635 0.894
C -1.669 -3.489 -2.259 0.174 -0.015 -0.056
C -3.964 -3.759 -1.548 -0.201 -0.048 -0.038
H 0.097 -3.713 2.339 0.089 -0.027 -0.016
H 0.316 -2.575 0.995 0.059 -0.092 0.040
H 0.303 -4.327 0.686 -0.005 0.012 -0.024
H -2.125 -5.047 2.338 -0.072 -0.050 0.012
H -1.822 -5.500 0.656 0.005 -0.016 -0.062
H -3.298 -4.621 1.081 -0.141 -0.097 0.037
H -3.422 -2.751 2.655 -0.030 -0.035 0.077
H -5.060 -2.876 1.979 0.003 0.017 0.011
H -4.490 -1.338 2.645 0.015 -0.014 0.023
H -3.967 -0.646 -0.874 -0.173 0.127 -0.005
H -4.677 -0.007 0.617 0.034 -0.071 -0.017
H -5.451 -1.368 -0.212 -0.010 -0.002 0.012
H -0.744 -2.977 -2.004 0.058 -0.019 -0.159
H -1.937 -3.254 -3.293 0.057 0.006 0.008
H -1.504 -4.572 -2.187 0.012 0.042 -0.025
H -4.660 -3.519 -0.749 -0.084 -0.014 0.004
H -3.809 -4.844 -1.568 -0.036 0.024 0.039
H -4.411 -3.464 -2.501 -0.037 -0.032 0.034
Cl -5.566 2.296 -0.723 -0.015 0.042 0.061
C -4.009 3.068 -0.402 0.122 -0.099 -0.048
Cl -3.684 4.331 -1.607 0.082 0.014 0.103
C -2.858 2.038 -0.468 -1.049 0.119 -0.824
O -2.681 1.324 -1.438 -0.204 0.109 -0.325
O -2.131 2.043 0.568 1.228 -0.259 0.574
H -4.046 3.541 0.581 -0.048 -0.134 -0.274
O 0.791 0.346 -8.071 0.112 0.035 -0.282
C -0.029 -0.032 -7.079 -0.211 -0.276 0.012
O -0.860 -0.878 -7.267 0.282 0.259 -0.023
C 0.136 0.617 -5.738 0.069 0.167 0.463
C 0.908 1.756 -5.495 -0.081 -0.202 -0.134
C 0.950 2.311 -4.231 -0.015 0.193 -0.032
C 0.226 1.729 -3.187 -0.054 0.112 0.251
S 0.188 2.524 -1.645 0.277 -0.340 0.000
C -0.509 0.564 -3.409 -0.055 -0.166 0.059
C -0.561 0.033 -4.677 -0.035 -0.061 -0.231
H 1.453 1.001 -7.817 -0.177 -0.107 0.160
H 1.447 2.249 -6.294 0.041 0.039 0.024
H 1.528 3.203 -4.045 0.020 0.100 -0.003
H -1.076 0.125 -2.598 -0.043 -0.024 -0.040
H -1.174 -0.829 -4.888 -0.002 -0.102 -0.003